(1)
This record from OMol25 describes a structure of composition C22H38N7O4PPtS. The level of theory is ωB97M-V/def2-TZVPD.

For the molar mass, the calculation gives 722.7 g/mol. For the max |F|, the calculation gives 0.38 eV Å⁻¹. Its HOMO-LUMO gap is 6.07 eV. As for the HOMO energy: -1.794 eV. The calculation puts the total energy at -65425.8900 eV. The value obtained for the lowest unoccupied orbital energy is 4.27 eV. The charge is -2.

Last column: Löwdin charge in e.
Element x y z (Å)
Pt  -0.190  -0.067  0.718  0.9352
S  2.212  1.701  1.146  0.6132
P  -2.052  2.721  0.217  0.7987
O  -2.919  -1.609  1.321  0.0327
O  3.073  2.577  1.964  -0.6360
O  -2.833  -4.812  -2.147  0.0559
O  -0.063  -1.287  -2.205  0.0356
N  1.074  -4.944  4.435  0.0338
N  0.735  -1.732  1.420  -0.0183
N  -1.496  -3.001  -2.110  0.2096
N  -1.415  -1.382  -0.357  -0.0161
N  1.031  1.098  1.820  -0.5791
N  -1.106  1.554  -0.006  -0.4003
N  1.553  -3.892  2.247  0.0346
C  -0.932  -1.825  -1.552  -0.5456
C  -3.919  1.213  -1.172  -0.1245
C  -2.752  2.890  -2.493  -0.1085
C  -2.950  2.846  1.900  -0.5926
C  -1.950  5.622  -0.382  -0.0993
C  -1.938  2.523  3.009  -0.1025
C  -0.309  4.687  1.228  -0.1048
C  -4.614  3.612  -1.005  -0.0952
C  1.060  -2.755  1.857  -0.3468
C  -3.640  4.176  2.225  -0.0967
C  -1.120  4.381  -0.040  -0.5885
C  -3.419  2.664  -1.128  -0.5863
C  -4.004  1.733  1.973  -0.1028
C  -3.139  -3.242  -0.352  -0.3082
C  1.260  -4.399  3.424  -0.4680
C  -2.481  -3.776  -1.602  -0.4550
C  -3.139  -4.350  0.714  -0.1819
C  -1.740  -4.707  1.202  -0.0696
C  -2.462  -1.998  0.258  -0.4753
C  -4.594  -2.871  -0.714  -0.1666
C  -0.079  4.148  -1.146  -0.1105
C  -4.738  -2.018  -1.969  -0.0779
H  -4.322  4.661  -0.949  0.0532
H  -1.776  -5.497  1.954  0.0753
H  -2.708  5.843  0.370  0.0552
H  -4.103  -1.131  -1.926  0.0454
H  -1.249  -3.845  1.656  0.0559
H  -1.369  1.624  2.779  0.0403
H  0.423  3.193  -0.987  0.0512
H  -2.445  5.542  -1.350  0.0516
H  -1.861  2.267  -2.585  0.0814
H  -5.153  -3.803  -0.835  0.1143
H  0.661  4.956  -1.111  0.0760
H  -1.228  3.326  3.190  0.0574
H  -0.927  5.049  2.047  0.0541
H  -4.173  4.061  3.177  0.0787
H  -0.515  4.142  -2.143  0.0523
H  -4.360  1.668  3.007  0.0802
H  -3.748  -3.996  1.546  0.1168
H  -1.279  6.488  -0.434  0.0781
H  -4.873  1.937  1.347  0.0542
H  -4.374  4.469  1.474  0.0536
H  0.419  5.473  0.997  0.0799
H  -5.001  -2.347  0.153  0.1162
H  -5.248  3.496  -1.893  0.0773
H  -1.054  -3.299  -2.967  0.1530
H  -2.935  4.995  2.351  0.0527
H  -3.459  2.600  -3.279  0.0752
H  -4.524  1.075  -2.076  0.0775
H  -5.769  -1.678  -2.084  0.0724
H  -4.525  0.933  -0.315  0.0607
H  -4.470  -2.586  -2.862  0.0750
H  -5.233  3.385  -0.138  0.0552
H  -2.480  3.930  -2.668  0.0507
H  -1.108  -5.061  0.384  0.0835
H  0.244  3.814  1.571  0.0496
H  -2.491  2.352  3.940  0.0779
H  -3.058  0.543  -1.204  0.0522
H  -3.624  -5.224  0.273  0.1107
H  -3.582  0.765  1.701  0.0628

(2)
This record from OMol25 describes a structure of composition C24H29Br6N7O14 at a distorted geometry. The level of theory is ωB97M-V/def2-TZVPD.

For the molar mass, the calculation gives 1119.0 g/mol. For the max |F|, the calculation gives 15.44 eV Å⁻¹. Its HOMO-LUMO gap is 7.50 eV. As for the HOMO energy: -9.235 eV. The calculation puts the total energy at -484659.9391 eV. The value obtained for the lowest unoccupied orbital energy is -1.74 eV. The charge is 0.

Last column: Löwdin charge in e.
Element x y z (Å)
Br  2.491  -0.399  -3.089  0.9971
Br  1.794  0.996  -5.980  0.5606
Br  -3.322  1.085  -3.652  0.7851
Br  -0.537  -0.287  -4.536  0.5986
Br  1.187  -2.119  -5.656  0.5697
Br  -0.472  2.790  -3.307  0.9043
O  4.443  -1.888  0.925  0.0628
O  -1.371  -1.583  -0.976  0.0615
O  2.465  -0.957  -0.512  -0.0402
O  -2.491  -1.509  -2.852  -0.0905
O  1.301  -0.934  1.164  -0.1657
O  3.178  -4.763  0.386  0.0747
O  3.663  -4.197  2.384  0.0723
O  0.643  -2.136  -0.417  -0.0429
O  -0.966  1.232  -0.831  -0.2414
O  5.577  -0.087  1.387  0.0995
O  -0.134  0.346  0.245  -0.2214
O  -1.063  1.971  1.136  0.1890
O  1.506  1.639  2.913  0.0560
O  2.595  3.457  3.054  0.1000
N  4.566  -0.730  1.286  -0.3915
N  1.324  -1.126  -0.816  -0.3343
N  -1.575  1.443  0.223  -0.2036
N  -1.584  -1.966  -2.123  -0.3627
N  3.118  -4.012  1.325  -0.4572
N  0.216  -0.356  1.128  -0.1336
N  1.984  2.654  2.389  -0.3166
C  3.327  -0.109  1.736  0.0287
C  -5.659  0.461  0.571  -0.0371
C  -0.147  -0.815  3.558  0.0179
C  1.795  3.049  1.025  -0.1286
C  -3.581  1.161  1.584  -0.0523
C  -0.696  -0.497  2.285  -0.0209
C  -2.101  -0.552  2.065  -0.0234
C  -4.927  0.828  1.702  -0.0643
C  0.970  2.379  -1.069  -0.1765
C  -0.753  -2.973  -2.752  0.0064
C  -5.079  0.369  -0.703  -0.0497
C  0.655  -0.146  -1.712  -0.3320
C  2.393  -0.605  -5.059  -1.3502
C  2.016  4.494  -0.856  -0.0581
C  1.134  2.134  0.244  -0.0007
C  -3.736  0.544  -0.797  -0.0846
C  2.231  4.243  0.505  0.0378
C  -1.392  1.060  -3.254  -1.2006
C  -1.017  -1.136  4.573  -0.0520
C  -2.406  -1.177  4.407  -0.0354
C  -2.878  -0.946  3.143  -0.0809
C  -2.998  0.999  0.310  -0.1195
C  1.434  3.573  -1.600  -0.1814
C  2.159  -2.943  1.181  -0.0349
H  -1.149  0.786  -2.228  -0.0707
H  -3.256  0.426  -1.757  -0.0739
H  -1.365  -3.876  -2.736  0.1236
H  -0.540  -2.759  -3.799  -0.0127
H  1.340  0.631  -2.051  -0.0300
H  2.970  0.269  0.778  0.1005
H  -0.527  -1.239  5.531  0.1128
H  2.548  -0.758  2.137  0.0692
H  -2.579  -0.436  1.104  0.0892
H  1.200  -3.160  1.650  0.1345
H  -0.240  0.188  -1.186  -0.0003
H  0.163  -3.099  -2.175  0.1021
H  2.594  5.002  1.181  0.1214
H  0.918  -0.966  3.649  0.1222
H  0.459  -0.774  -2.582  -0.0489
H  -3.900  -1.174  2.879  0.1171
H  2.486  -2.161  1.865  0.0694
H  0.727  1.219  0.647  0.0419
H  -6.720  0.291  0.680  0.1080
H  0.354  1.681  -1.616  -0.0104
H  3.585  0.750  2.355  0.1111
H  -5.669  0.319  -1.606  0.1128
H  -5.488  0.980  2.613  0.1184
H  2.076  -2.705  0.120  0.0836
H  3.404  -0.704  -5.453  -0.0222
H  -3.097  -1.401  5.207  0.1135
H  2.219  5.442  -1.334  0.1182
H  1.340  3.758  -2.660  0.0200
H  -3.134  1.509  2.503  0.1420

(3)
This record from OMol25 describes a structure of composition ClH14O7 at a distorted geometry. The level of theory is ωB97M-V/def2-TZVPD.

For the molar mass, the calculation gives 161.6 g/mol. For the max |F|, the calculation gives 6.75 eV Å⁻¹. Its HOMO-LUMO gap is 8.85 eV. As for the HOMO energy: -5.506 eV. The calculation puts the total energy at -27077.2650 eV. The value obtained for the lowest unoccupied orbital energy is 3.35 eV. The charge is -1.

Last column: natural (NBO) charge in e.
Element x y z (Å)
Cl  -5.924  31.137  -22.877  -0.3790
O  -7.093  29.086  -23.687  -0.9506
O  -4.845  28.911  -22.482  -0.9779
O  -5.693  30.462  -20.305  -0.9649
O  -5.325  32.071  -25.307  -1.0155
O  -6.674  33.207  -24.190  -0.8973
O  -4.201  32.989  -22.681  -0.9627
O  -7.096  32.900  -21.982  -0.9846
H  -6.677  32.041  -22.034  0.3796
H  -3.952  28.959  -22.824  0.4544
H  -5.990  29.564  -20.452  0.4629
H  -7.462  28.837  -22.840  0.4387
H  -6.271  33.132  -23.325  0.5041
H  -7.405  32.589  -24.168  0.4657
H  -5.174  29.807  -22.543  0.3937
H  -4.676  33.479  -22.010  0.4571
H  -5.891  30.916  -21.124  0.4235
H  -7.969  32.721  -21.634  0.4693
H  -4.720  32.196  -22.813  0.4001
H  -6.456  29.770  -23.479  0.4102
H  -4.970  31.730  -24.485  0.4256
H  -6.143  32.499  -25.056  0.4478

Energy relative to the best compared isomer or geometry (same formula, charge and spin), respectively: 3.4; 592.5; 213.9 kcal per mole.